Entry i
Here is one molecule with the formula C2H2N2O from the Open Molecules 2025 dataset. Energies are from ωB97M-V/def2-TZVPD.

HOMO level in Ha: -0.361
Orbital gap in eV: 9.144
Total charge: 0

Last column: natural (NBO) charge in e.
Element x y z (Å)
1 O -0.3359 -0.9869 -1.0864  -0.42
2 C -1.3074 0.0600 0.6856  0.21
3 N -0.2843 0.6233 0.9173  -0.40
4 C 0.8978 0.4361 0.1267  0.04
5 N 0.7513 -0.3906 -0.8448  0.04
6 H -1.5320 -0.6995 -0.1527  0.31
7 H 1.8105 0.9575 0.3543  0.22

---

Entry ii
Here is a 2-piece molecular cluster, C2H2N2O overall from the Open Molecules 2025 dataset. Energies are from ωB97M-V/def2-TZVPD.

HOMO level in Ha: -0.413
Orbital gap in eV: 11.597
Total charge: 0

Last column: natural (NBO) charge in e.
Element x y z (Å)
1 C -2.2844 -0.6349 0.0032  0.26
2 C 2.1026 -0.3561 -0.1932  0.86
3 N -1.2118 -0.7061 0.3494  -0.72
4 N 1.0751 -0.0636 -0.7467  -0.80
5 O 3.0721 -0.4887 0.3878  -0.47
6 H -0.3204 -0.5365 0.7472  0.45
7 H 0.9412 -0.0042 -1.6989  0.42

---

Most favorable first, least favorable last: entry ii, entry i

---

Entry i
Here is C2H2N2O as an isolated structure from the Open Molecules 2025 dataset. Energies are from ωB97M-V/def2-TZVPD.

HOMO level (alpha / beta) in Ha: -0.334 / -0.344
Orbital gap (alpha / beta) in eV: 6.848 / 7.176
Total charge: 0

Last column: natural (NBO) charge in e.
Element x y z (Å)
1 C 1.4336 -0.6573 0.5671  0.16
2 C 0.1172 -0.8195 0.1426  0.26
3 N 2.5157 -0.5762 0.9472  -0.18
4 N -1.8891 1.3490 -0.7810  -0.34
5 O -0.5375 0.3201 -0.2247  -0.38
6 H -0.3499 -1.7946 0.1219  0.21
7 H -1.2901 2.1784 -0.7732  0.27

---

Entry ii
Here is C2H2N2O as an isolated structure from the Open Molecules 2025 dataset. Energies are from ωB97M-V/def2-TZVPD.

HOMO level (alpha / beta) in Ha: -0.350 / -0.350
Orbital gap (alpha / beta) in eV: 7.794 / 7.791
Total charge: 0

Last column: natural (NBO) charge in e.
Element x y z (Å)
1 C 2.6346 0.6080 0.0136  0.14
2 C 1.5081 -0.1780 0.0421  0.46
3 N 3.6081 1.2023 0.0104  -0.15
4 N 0.1996 -0.1676 0.0172  -0.66
5 O 1.7310 -2.0701 -0.0747  -0.69
6 H -0.4434 0.5948 -0.0312  0.42
7 H -0.0009 -1.1769 -0.0833  0.48

---

Entry iii
Here is a 2-piece molecular cluster, C2H2N2O overall from the Open Molecules 2025 dataset. Energies are from ωB97M-V/def2-TZVPD.

HOMO level (alpha / beta) in Ha: -0.346 / -0.346
Orbital gap (alpha / beta) in eV: 7.509 / 7.511
Total charge: 0

Last column: natural (NBO) charge in e.
Element x y z (Å)
1 O 0.7162 2.0440 0.1985  -0.50
2 C -0.2750 1.3565 0.0819  0.31
3 C -0.2228 -0.0603 0.2906  0.04
4 N 0.6116 -0.9200 0.1014  -0.03
5 N 0.9647 -2.0629 -0.1459  -0.30
6 H -1.2775 1.7637 -0.0904  0.14
7 H -0.5172 -2.1210 -0.4360  0.33

---

Most favorable first, least favorable last: entry ii, entry iii, entry i

---

Entry i
Here is a 3-piece molecular cluster, CH9N4 overall from the Open Molecules 2025 dataset. Energies are from ωB97M-V/def2-TZVPD.

HOMO level in Ha: -0.473
Orbital gap in eV: 8.081
Total charge: +1

Last column: natural (NBO) charge in e.
Element x y z (Å)
1 C 2.6754 -0.0522 0.6108  -0.09
2 N 3.3051 0.0653 -0.5184  -0.69
3 N -0.8820 -1.2484 0.0381  -0.32
4 N 0.1368 -0.7604 -0.4067  -0.18
5 N -2.8329 0.6531 -0.1473  -1.03
6 H 3.3303 -0.1680 1.5160  0.16
7 H 4.3329 0.2745 -0.6943  0.41
8 H 2.6891 0.0790 -1.3152  0.40
9 H -0.9458 -1.7293 0.9696  0.36
10 H -1.9543 -0.7636 -0.0922  0.44
11 H 1.0672 -0.7275 0.1796  0.36
12 H -2.1464 1.2952 -0.2185  0.38
13 H -3.3112 0.4733 -1.1107  0.41
14 H -3.5316 0.9834 0.4386  0.40

---

Entry ii
Here is a 2-piece molecular cluster, CH9N4 overall from the Open Molecules 2025 dataset. Energies are from ωB97M-V/def2-TZVPD.

HOMO level in Ha: -0.530
Orbital gap in eV: 11.433
Total charge: +1

Last column: natural (NBO) charge in e.
Element x y z (Å)
1 C -1.9209 -0.5901 -0.2293  -0.43
2 N -1.4247 0.5937 0.5164  -0.71
3 N 0.9764 0.9814 -0.4354  -0.49
4 N 1.5089 0.1880 0.3383  0.05
5 N 2.5861 -0.4897 0.2016  -0.55
6 H -0.9848 -1.1539 -0.3482  0.21
7 H -2.6946 -1.2266 0.1026  0.24
8 H -1.0554 0.0387 1.2700  0.43
9 H -0.4810 0.8779 -0.0337  0.45
10 H 1.6294 1.3265 -1.3290  0.32
11 H -2.1863 -0.3648 -1.2225  0.23
12 H 3.2740 -0.2685 -0.5621  0.39
13 H -2.0053 1.3330 0.8030  0.43
14 H 2.7783 -1.2454 0.9283  0.43

---

Most favorable first, least favorable last: entry ii, entry i

---

Entry i
Here is an isolated ion of composition C3H6NO2 and charge -1 from the Open Molecules 2025 dataset. Energies are from ωB97M-V/def2-TZVPD.

SMILES string: CC(C)=[N+]([O-])[O-]
HOMO level in Ha: -0.092
Orbital gap in eV: 6.858
Total charge: -1

Last column: natural (NBO) charge in e.
Element x y z (Å)
1 C 0.7033 1.1836 0.2760  -0.62
2 C -0.1434 -0.0377 0.1099  -0.03
3 C 0.0302 -0.7915 -1.1592  -0.64
4 N -0.8829 -0.4199 1.0986  0.41
5 O -1.5921 -1.4552 0.9690  -0.65
6 O -0.9926 0.2620 2.1844  -0.65
7 H 1.2819 1.1620 -0.7024  0.18
8 H 0.1455 2.0970 0.5348  0.21
9 H 1.4732 0.9909 1.0917  0.19
10 H 0.9588 -1.1967 -1.2765  0.18
11 H -0.2977 -0.1272 -2.0756  0.17
12 H -0.6842 -1.6672 -1.0506  0.25

---

Entry ii
Here is an isolated ion of composition C3H6NO2 and charge -1 from the Open Molecules 2025 dataset. Energies are from ωB97M-V/def2-TZVPD.

SMILES string: CC(=O)NC[O-]
HOMO level in Ha: -0.131
Orbital gap in eV: 7.701
Total charge: -1

Last column: natural (NBO) charge in e.
Element x y z (Å)
1 C -1.8092 0.4944 -0.0524  -0.70
2 C -0.4258 0.7600 0.6087  0.64
3 O 0.0184 1.9036 0.9458  -0.70
4 N 0.3953 -0.3249 0.6613  -0.75
5 C 1.8317 -0.6826 -0.3102  0.20
6 O 1.9432 -1.9403 -0.5597  -0.84
7 H -1.6957 -0.3788 -0.5841  0.21
8 H -2.0041 1.3196 -0.8256  0.21
9 H -2.6692 0.3196 0.6573  0.21
10 H 0.0616 -1.2278 0.3348  0.36
11 H 1.6225 0.0347 -1.0773  0.08
12 H 2.7314 -0.2774 0.2015  0.09

---

Entry iii
Here is an isolated ion of composition C3H6NO2 and charge -1 from the Open Molecules 2025 dataset. Energies are from ωB97M-V/def2-TZVPD.

SMILES string: CNCC(=O)[O-]
HOMO level in Ha: -0.134
Orbital gap in eV: 7.648
Total charge: -1

Last column: natural (NBO) charge in e.
Element x y z (Å)
1 C -0.1440 -0.0820 -1.7324  -0.40
2 N -0.7293 -0.0109 -0.4411  -0.64
3 C 0.1850 0.4934 0.5902  -0.36
4 C 0.1555 -0.3124 1.9695  0.76
5 O 1.2845 -0.5598 2.4479  -0.78
6 O -1.0201 -0.4773 2.3612  -0.79
7 H 0.7211 -0.7981 -1.8302  0.13
8 H -0.8371 -0.4300 -2.4969  0.18
9 H 0.4150 0.8092 -2.0576  0.18
10 H -1.0578 -0.9046 -0.1121  0.37
11 H 1.2248 0.7197 0.3772  0.18
12 H -0.1976 1.5530 0.9243  0.16

---

Most favorable first, least favorable last: entry iii, entry ii, entry i

---

Entry i
Here is a 2-piece molecular cluster, C2H5N2O overall from the Open Molecules 2025 dataset. Energies are from ωB97M-V/def2-TZVPD.

HOMO level in Ha: -0.546
Orbital gap in eV: 11.041
Total charge: +1

Last column: natural (NBO) charge in e.
Element x y z (Å)
1 C 1.2958 -0.0408 -0.1009  0.78
2 C -2.0013 0.2773 0.0413  0.29
3 N 1.6203 1.0715 -0.1022  -0.47
4 N 1.0930 -1.2285 0.1853  -0.76
5 O -0.9286 0.8348 0.1926  -0.55
6 H -2.8453 0.9738 0.1669  0.15
7 H -2.2253 -0.6432 -0.4640  0.14
8 H 2.0446 1.9522 0.1512  0.50
9 H 1.8433 -1.7665 -0.2261  0.46
10 H 0.1035 -1.4307 0.1559  0.46

---

Entry ii
Here is an isolated ion of composition C2H5N2O and charge +1 from the Open Molecules 2025 dataset. Energies are from ωB97M-V/def2-TZVPD.

SMILES string: C/[NH+]=C/N=O
HOMO level (alpha / beta) in Ha: -0.553 / -0.553
Orbital gap (alpha / beta) in eV: 8.856 / 8.855
Total charge: +1

Last column: natural (NBO) charge in e.
Element x y z (Å)
1 C -1.1315 -0.1496 1.0664  -0.43
2 N -0.2121 0.3068 -0.0163  -0.42
3 C 0.7590 -0.3239 -0.5042  0.29
4 N 1.8117 0.4557 -1.2387  0.18
5 O 2.0281 0.6266 -2.3827  -0.07
6 H -0.4883 -1.0133 1.5988  0.25
7 H -2.1482 -0.4471 0.6102  0.27
8 H -1.1485 0.7249 1.7250  0.25
9 H -0.4339 1.1501 -0.6219  0.44
10 H 0.9638 -1.3302 -0.2366  0.25

---

Most favorable first, least favorable last: entry i, entry ii

---

Entry i
Here is C2H5N2O as an isolated structure from the Open Molecules 2025 dataset. Energies are from ωB97M-V/def2-TZVPD.

HOMO level in Ha: -0.604
Orbital gap in eV: 9.750
Total charge: +1

Last column: natural (NBO) charge in e.
Element x y z (Å)
1 C -0.9866 0.7612 0.0756  -0.73
2 C -0.6067 -0.5798 -0.1084  0.27
3 N 0.6264 -0.9100 0.0081  -0.53
4 N 1.9123 0.4702 0.1025  0.52
5 O 2.9179 0.0016 0.1556  0.00
6 H -0.0166 1.2744 0.4868  0.24
7 H -1.3134 1.2267 -0.9334  0.30
8 H -2.0054 0.8380 0.6416  0.30
9 H 0.8694 -1.8587 -0.0826  0.41
10 H -1.3972 -1.2235 -0.3458  0.22

---

Entry ii
Here is an isolated ion of composition C2H5N2O and charge +1 from the Open Molecules 2025 dataset. Energies are from ωB97M-V/def2-TZVPD.

SMILES string: [NH2+]=C1CON1
HOMO level in Ha: -0.577
Orbital gap in eV: 10.940
Total charge: +1

Last column: natural (NBO) charge in e.
Element x y z (Å)
1 N 0.5457 0.7790 -1.2220  -0.71
2 C 0.0183 0.1797 -0.1651  0.52
3 C 0.0172 -1.1990 0.5021  -0.14
4 O -0.7698 -0.6730 1.5993  -0.27
5 N -0.9013 0.6424 0.7175  -0.27
6 H 1.2651 0.4042 -1.8760  0.46
7 H 0.5118 1.7640 -1.2171  0.43
8 H -0.6631 -1.7281 -0.1980  0.25
9 H 1.0355 -1.7607 0.7624  0.28
10 H -1.0594 1.5914 1.0969  0.45

---

Entry iii
Here is an isolated ion of composition C2H5N2O and charge +1 from the Open Molecules 2025 dataset. Energies are from ωB97M-V/def2-TZVPD.

SMILES string: C=[NH+]CN=O
HOMO level in Ha: -0.587
Orbital gap in eV: 10.036
Total charge: +1

Last column: natural (NBO) charge in e.
Element x y z (Å)
1 C -0.0962 -1.1666 -0.2066  0.07
2 N -0.7552 -0.1237 0.1772  -0.51
3 C -0.0986 1.1176 -0.1217  -0.19
4 N 1.4040 0.7614 0.4386  0.32
5 O 1.5278 -0.3673 0.5421  -0.11
6 H -0.1255 -2.0620 0.2899  0.23
7 H 0.2108 -1.2436 -1.2804  0.23
8 H -1.3756 0.0126 0.9518  0.44
9 H -0.7216 1.7633 0.4401  0.25
10 H 0.0302 1.3084 -1.2310  0.26

---

Most favorable first, least favorable last: entry ii, entry i, entry iii